The following is a quantum chemistry calculation of a molecular structure, C12H30ClI2N3P3Y in a non-equilibrium geometry, from OMol25.

```
52
Properties=species:S:1:pos:R:3:lowdin_charge:R:1
I -0.01013 2.78343 -1.78218 0.300
I -0.00938 -2.82852 -1.59823 0.306
Y -0.00939 -0.02697 -1.77611 -0.229
P -2.53260 -0.03434 -2.10531 0.632
C -3.29702 0.03342 -0.51797 -0.248
C -3.06018 1.35253 -3.07228 -0.277
H -4.10437 1.15653 -3.30559 0.069
H -4.11449 -1.30583 -3.20256 0.069
H -2.46720 1.43759 -3.99624 0.049
H -2.48216 -1.64437 -3.87833 0.050
H -3.00479 0.94924 0.02504 0.047
H -2.95114 2.29185 -2.50928 0.026
C -3.06980 -1.48728 -2.96076 -0.278
H -4.36875 0.02887 -0.67876 0.080
H -2.96059 -2.38156 -2.32855 0.026
H -3.00736 -0.83897 0.09897 0.057
P 2.51319 -0.02045 -2.10644 0.631
C 3.27723 0.05661 -0.51897 -0.250
C 3.05965 -1.47041 -2.95939 -0.277
H 2.43316 1.45596 -3.99432 0.049
H 4.07524 1.17460 -3.31538 0.069
H 2.92642 2.30652 -2.50825 0.025
C 3.03270 1.36914 -3.07465 -0.278
H 2.47935 -1.62691 -3.88147 0.051
H 4.10610 -1.28624 -3.19341 0.069
H 4.34880 0.05924 -0.67922 0.080
H 2.99320 -0.81578 0.10148 0.058
H 2.94816 -2.36647 -2.33000 0.026
H 2.97821 0.97265 0.02054 0.046
Cl -0.01153 -0.12324 -4.35783 -0.030
C 1.25411 -0.45112 4.10607 -0.078
N 1.21599 0.85337 3.36277 -0.089
C -0.03260 1.60389 3.68387 -0.081
N -1.23590 0.77832 3.37067 -0.098
C -1.19087 -0.52685 4.11122 -0.078
N 0.05486 -1.26572 3.73070 0.017
C 0.06345 -1.67785 2.30976 -0.232
P 0.01227 -0.22563 1.10548 0.948
C 1.42092 0.69238 1.94665 -0.324
C -1.43706 0.61120 1.95592 -0.329
H 1.23980 -0.25747 5.16490 0.142
H 2.14860 -0.99687 3.84614 0.141
H -0.06243 2.52314 3.11578 0.145
H -0.03662 1.83420 4.74138 0.142
H -2.05050 -1.12656 3.85319 0.141
H -1.18415 -0.33485 5.17061 0.142
H 0.95922 -2.22268 2.10216 0.095
H -0.79715 -2.27918 2.10848 0.094
H 1.50646 1.65047 1.46433 0.087
H 2.35912 0.10283 1.82434 0.090
H -2.34686 -0.02369 1.83088 0.092
H -1.57118 1.56779 1.48016 0.087
```

The value obtained for the relative energy (zero: lowest compared OMol25 entry of this formula, charge and spin) is 2.4716 eV. Its charge is +2. As for the electronic energy: -2756.95699 Ha. The spin multiplicity is 1. As for the LUMO energy (alpha / beta): -9.989 / -9.690 eV.